{"formula": "C4H5NO", "method": "wB97M-V/def2-TZVPD", "de_lowest_kj_mol": 458.0, "e_tot_ev": -7761.7795, "molar_mass_g_mol": 83.1, "e_homo_ha": -0.3305, "total_charge": 0, "symbols": ["O", "C", "C", "N", "C", "C", "H", "H", "H", "H", "H"], "positions_angstrom": [[-1.503429, 1.725490, 0.828278], [-0.783533, 0.811716, 0.527247], [-0.996463, -0.444309, -0.307300], [0.379140, -0.951746, -0.028860], [1.304454, 0.130260, -0.338561], [0.622366, 0.460055, 0.948119], [-1.753979, -1.117056, 0.098119], [-1.169191, -0.315545, -1.378266], [1.043225, 0.682139, -1.237982], [2.348094, -0.167314, -0.293138], [0.509317, -0.813687, 1.182349]], "forces_ev_per_angstrom": [[0.381, -0.394, -0.199], [-0.369, 0.387, 0.174], [-0.185, -0.005, -0.108], [0.125, -0.521, -0.336], [0.167, 0.020, -0.250], [0.015, 0.584, 0.280], [0.061, 0.107, 0.018], [0.031, 0.007, 0.083], [-0.044, -0.006, 0.136], [-0.117, 0.065, 0.000], [-0.064, -0.243, 0.201]]}